Molecular formula: C38H47F5O8Si
Method: DFT, wB97M-V/def2-TZVPD

```
99
Properties=species:S:1:pos:R:3:forces:R:3:mulliken_charge:R:1
C -7.941238 2.660040 0.936871 -3.8899 -0.9331 -0.5075 -0.25
H 3.844679 5.070838 -3.621614 -0.4432 -2.3883 -0.1999 0.41
O -6.411482 -3.361849 3.669443 -2.7443 -0.3178 -0.3644 -0.53
H 0.490519 0.561219 2.095872 1.9298 -1.3634 0.4821 0.33
F 1.685699 3.141407 -2.411882 1.4599 1.1321 -3.9847 -0.20
C 5.167583 2.363757 0.217565 2.1135 -0.9709 0.1131 -0.05
O -8.361753 -4.459644 4.144116 0.6862 0.5202 -0.4179 -0.33
C 4.192453 1.055267 2.542555 0.3112 -0.0583 3.6842 0.09
C 1.620041 2.376755 -4.807714 -2.6011 -0.8976 -0.5202 0.56
C 11.666239 -3.991304 -0.048540 0.0747 -0.6718 0.9501 -0.29
C -4.931335 1.678757 -0.002345 0.6970 0.5944 -0.4965 -0.94
C 2.419558 1.995710 0.640214 2.3492 -1.8266 2.8480 -0.27
C -9.718993 -4.152973 3.885657 -0.8966 -0.4329 0.5136 -0.35
C -2.112377 -2.446546 0.347008 0.5069 0.9303 -0.1084 -0.57
C 2.696852 1.049015 1.794077 -0.8283 2.3036 -2.9748 0.21
C 11.952236 -4.387136 -1.460813 0.4544 -0.9855 -0.3791 -0.34
C -6.064202 -1.349068 0.303413 0.2425 -0.7828 1.1438 -0.07
H 1.402479 2.028580 0.051717 2.1724 0.0293 1.4887 0.32
C 6.310468 2.720387 -0.941847 0.7603 -2.0922 3.2355 0.30
H -4.578319 -2.761786 1.301465 -0.1375 2.5423 -0.4399 0.31
C 9.573165 0.247732 0.758928 -1.4106 -0.6118 -0.2305 -0.93
H 2.601686 -1.959591 1.784559 -1.8176 1.4089 -1.1264 0.25
H -11.744590 3.428161 1.375847 2.0461 -1.6179 -0.8217 0.29
C 1.495224 -0.016602 2.260914 1.9738 0.8406 -0.3270 -0.47
H 11.551267 -5.374549 -1.705554 0.0017 0.2526 -0.1104 0.29
O 4.317775 0.888130 3.861411 -0.6758 0.7374 -8.1281 -0.55
H -3.669881 -1.539791 -1.187031 0.5884 -0.0231 2.2713 0.10
H 10.385551 0.533866 -0.033234 -1.7038 -0.3859 1.7227 0.31
C -7.613338 -3.504740 3.518412 2.6014 0.3026 0.3309 0.59
H -1.559682 -2.737124 -0.668946 -0.9388 0.5619 2.3771 0.35
C 8.115400 1.008545 0.530331 -2.6458 1.1961 0.1261 0.62
C 11.199934 -2.284610 -1.411851 -0.7101 2.2437 -0.8971 0.65
H -9.527180 -0.454367 -0.823630 -0.1016 2.2395 1.2550 0.24
H -5.423139 -0.400549 -2.766055 -2.2361 1.3004 0.6382 0.24
O 11.306313 -3.381273 -2.217873 -0.2501 0.8993 0.4560 -0.31
H 9.343178 -0.913749 0.613731 0.5666 2.5370 0.2476 0.17
C -3.331214 -1.427909 -0.064329 -0.4195 0.4768 1.1217 0.10
H -10.118743 -3.580214 4.729002 0.0402 -0.0296 -0.0802 0.26
H 9.912034 0.369599 1.877499 -0.5760 0.0370 -2.3309 0.32
C 3.635470 3.030276 0.141499 -0.6730 3.3779 -0.6243 0.33
O 10.846961 -1.181159 -1.793282 0.8370 -2.5015 0.8098 -0.51
H 4.157462 2.112718 -2.506994 1.1568 1.7389 -0.9673 0.33
O -8.384890 -2.730625 2.700421 0.6422 -0.3876 0.6226 -0.22
H 1.732753 -0.275675 3.382902 -0.8702 0.5833 -2.1786 0.31
H 12.472735 -4.272484 0.634206 -0.1545 0.2237 -0.0509 0.28
C 2.127853 3.544686 -3.766969 -0.6522 1.5779 0.7483 0.65
C -9.318578 3.471553 1.412524 -0.5687 -3.9694 -2.3093 -0.41
H -7.372639 -0.452766 -2.586866 2.0081 1.1224 0.0981 0.25
H -3.995385 1.472227 -0.699709 -1.8300 0.3905 1.6274 0.24
H -9.258550 4.499926 1.969540 -0.0385 -2.2679 -1.1893 0.28
H 0.567540 -3.238847 2.079181 -0.5170 2.0986 -1.5522 0.30
H -10.449352 -2.598015 2.573803 0.2772 0.0070 -0.0473 0.30
H 7.212480 -0.051732 2.611598 -0.6940 1.8143 -2.3506 0.26
H 5.453600 4.713814 -1.790767 0.8600 -2.0790 -0.6532 0.34
C -8.009478 1.220644 0.102432 -3.7420 2.4384 1.6439 0.41
C 5.898484 3.712824 -2.209073 -0.5510 -0.7589 0.4866 -0.66
C -9.481463 0.561462 -0.244482 0.3556 4.5560 2.5566 -0.23
C 4.744854 2.918503 -3.119463 0.6133 -0.2106 -0.4380 -0.55
F 1.110682 3.013822 -6.066379 2.1990 -2.6126 4.0633 -0.24
F 1.327361 4.778100 -4.112977 2.1446 -3.6867 1.0476 -0.32
C -9.655823 -3.348367 2.628036 -0.8661 0.2615 -0.7404 -0.34
H 5.360263 2.327526 -3.942053 -1.4589 1.1318 1.7094 0.43
H 10.724546 -4.410646 0.320852 0.0718 0.0372 -0.0476 0.27
H -2.968828 -0.305231 0.076615 -0.5189 -2.4385 -0.5222 -0.13
C 5.471682 1.338037 1.503204 2.1758 0.5910 -1.9789 0.30
C 7.800775 2.030179 -0.746447 -3.0036 -0.7471 2.5315 -0.81
H -10.306986 -5.067088 3.766084 0.2399 0.0688 0.1030 0.30
H 2.050792 -0.973993 0.260778 -1.0129 -0.8423 1.8909 0.33
H -5.304799 2.767899 -0.290459 0.8388 -2.2368 0.8821 0.37
H 13.022755 -4.370595 -1.691061 -0.0927 0.0138 0.0297 0.26
C -1.057394 -1.643571 1.366282 0.4522 -0.6939 -1.1968 -0.33
Si -6.312466 0.408376 -0.444098 -0.2825 0.2338 -0.8415 0.14
C 1.693732 -1.345833 1.313619 0.5767 -0.1978 0.8577 -0.61
H -11.871612 0.952889 -0.028176 2.3230 0.9059 0.5883 0.25
C -10.784301 2.825078 1.061824 4.4824 -1.6890 -1.1924 -0.38
H 8.630712 2.287146 -1.546685 -1.8277 -0.7531 1.9348 0.22
C -6.396168 0.176361 -2.386965 -0.2128 0.0509 -0.2755 -0.90
F 2.625115 1.319580 -5.087028 -3.5880 3.7624 0.7988 -0.22
H -6.521534 1.231427 -2.898344 0.3597 -2.2193 0.8037 0.28
H 0.451794 -2.920145 0.224393 -0.0063 1.1630 2.2638 0.28
O 11.540892 -2.583647 -0.124296 -0.1845 0.4593 -0.8517 -0.29
C -4.599798 -1.609203 0.993169 0.2726 -1.4408 -0.6113 -0.58
H -6.923850 3.187790 1.237371 -2.3248 -1.4730 -0.8460 0.19
H 6.807313 3.967040 -2.915551 -1.6823 -0.6885 1.6932 0.38
C 3.714978 3.935268 -3.894340 -0.0336 -0.1938 -0.9372 -0.83
H -6.873419 -1.506550 1.134219 1.4314 0.1412 -1.5596 -0.14
H -4.649134 1.560253 1.127143 -0.3421 0.5617 -2.1300 0.28
H -6.224474 -2.159096 -0.526823 0.2622 1.4693 1.4972 0.38
O 3.394015 4.286771 -0.240455 1.5324 -7.6056 2.0352 -0.55
H -4.415607 -0.991534 1.970014 -0.4715 -1.0484 -1.9292 0.18
H -0.959878 -0.558501 0.903798 -0.2172 -2.1398 1.2564 0.08
H -9.694761 -3.973213 1.729510 0.0183 0.0338 0.0794 0.26
H 3.984598 3.854294 -5.054345 -0.9249 0.2574 2.4430 0.32
C 6.959531 0.661364 1.688255 -1.2126 2.7938 -3.3159 -0.65
H -2.450953 -3.423945 0.897702 0.3460 1.8571 -1.2739 0.25
C 0.411502 -2.366871 1.280176 0.2555 -0.5457 -0.8339 -0.47
F 0.403875 1.755699 -4.163434 4.1644 1.5760 -2.5123 -0.25
H -1.424000 -1.642601 2.480529 0.5094 0.2566 -2.2823 0.19
C -10.813849 1.386018 0.238493 2.5987 1.1757 0.5771 -0.44
```
Positions in Å, forces in eV/Å.

## Properties
lowest unoccupied orbital energy: -1.2 eV
F_max: 8.19 eV/Å
frontier orbital gap: 0.2613 Eh
SMILES: Cc1cc(CCCC(F)(F)C(F)(F)F)c2c(c1)C(=O)C(CCCCCCCC[Si](C)(C)c1ccccc1)=CC2=O.O=C1OCCO1.O=C1OCCO1



Molecular formula: C38H48AsIrN2S3
Method: DFT, wB97M-V/def2-TZVPD

```
93
Properties=species:S:1:pos:R:3:forces:R:3:mulliken_charge:R:1
C 2.786707 -1.177290 0.603927 0.1571 0.2695 -0.1257 1.17
H 4.712147 -0.572123 -0.102577 0.0050 -0.0548 -0.0070 0.40
N -1.511406 0.026560 -0.500846 0.7590 0.2603 1.5330 0.60
H -0.621947 3.643962 4.482087 -0.0229 -0.0311 0.0765 0.26
C 0.725011 3.793808 1.263869 -0.0668 -0.0953 -0.0121 1.37
C 2.783109 -3.135006 2.013183 0.0182 -0.0019 -0.0134 -0.66
H 0.952866 -1.754295 -4.199091 0.0142 0.0161 -0.0146 0.42
C 2.792523 -0.973914 -3.427758 0.0048 -0.0163 -0.1256 -0.02
H 0.523486 3.539960 5.803887 -0.0628 0.0034 0.0021 0.45
C -4.922495 -1.174872 -0.007027 -0.0107 -0.0534 0.0268 -0.96
H 6.414258 6.229589 -0.136421 -0.0023 0.0083 0.0043 0.30
C 4.161610 -3.259962 1.879540 -0.0522 0.0318 -0.0107 -0.60
H 2.786312 1.225631 1.636033 0.0418 0.1019 0.0570 -0.38
H 5.455973 -3.816371 -4.911258 0.0031 0.0020 -0.0041 0.33
H 5.922022 -2.407524 0.998704 -0.0062 0.0070 -0.0043 0.43
C -3.537276 -1.121116 0.074636 0.1072 -0.0159 0.0946 0.97
H 1.565042 1.503686 4.773106 -0.0254 0.0110 0.0778 0.37
C 3.272342 3.299348 -3.241038 0.0534 0.0215 0.0857 -1.92
C 3.515153 -0.083873 -2.607385 -0.1570 -0.0927 -0.0808 1.26
N 2.067692 -0.124958 0.006661 -0.4303 -0.7218 0.9408 -0.51
H 4.731002 4.186041 1.841474 0.0039 0.0019 -0.0116 0.38
C 4.286966 4.684091 -1.454599 -0.0477 -0.0022 -0.0032 -0.88
C 3.658399 3.490487 -1.790280 0.0077 0.0559 -0.0295 0.50
C 3.448850 2.517641 -0.799186 -0.1294 0.1483 -0.1632 0.36
H 4.459259 5.421834 -2.232760 -0.0217 0.0011 0.0110 0.44
C 2.102873 -2.104638 1.386905 -0.1471 -0.0952 0.0523 -0.84
Ir 0.176854 0.236662 -0.204217 -0.1437 -0.4161 -2.6110 -0.24
H -1.835487 -2.376751 0.441779 -0.0039 -0.0345 0.0031 0.21
C 4.166343 -1.299266 0.481288 0.1446 -0.0305 -0.0532 0.23
H -2.490526 -1.643797 1.888449 0.0085 0.0140 -0.0205 0.22
H 4.891198 7.096051 -0.302266 0.0043 -0.0012 0.0097 0.41
C 5.805227 0.870078 -1.873617 -0.0054 -0.0824 -0.0069 -2.06
C -1.577121 1.494489 2.722902 0.0553 0.0670 -0.1856 -0.18
H -1.728622 3.672524 2.785227 -0.1064 -0.0250 0.0360 0.34
H 4.529965 1.040860 1.600322 -0.0363 0.0536 0.0179 0.37
C 3.843076 2.768016 0.521530 0.0775 -0.0180 0.1508 0.81
C -2.795075 1.713541 -2.360975 -0.0038 0.0553 0.0380 -0.98
C 1.284845 -1.025198 -3.461024 0.0577 -0.0383 0.0254 -1.60
S 1.577948 4.362998 3.887726 0.0233 -0.0544 -0.0249 -0.13
C -2.863275 -0.127339 -0.656105 -0.3027 -0.2774 -0.3822 0.27
As 2.411361 0.984259 -1.405696 -0.1373 0.1689 0.4446 1.62
S -0.877157 3.290836 0.594081 -0.2654 0.4641 0.0841 -0.15
C 4.443363 3.990515 0.813376 -0.0057 0.0403 -0.0020 -0.82
H 0.860367 -1.304285 -2.495618 -0.0027 -0.0003 0.0205 0.16
H -1.956421 0.714388 2.060567 -0.0153 0.0391 0.0849 -0.53
H -3.470507 2.315735 -2.967648 0.0045 -0.0106 -0.0006 0.40
H 2.230608 -3.849239 2.611005 -0.0022 0.0166 0.0100 0.42
C 0.526219 1.790455 4.596659 -0.1107 -0.0454 -0.0587 -0.92
H -0.088092 1.305538 5.360724 0.0392 0.0377 0.0500 0.47
C 3.488065 -1.831792 -4.265913 0.0383 -0.0286 0.0022 -1.03
H 0.859601 -0.054605 -3.724248 -0.0099 0.0087 0.0170 0.32
H 5.364381 6.425902 1.265798 -0.0045 0.0085 -0.0096 0.39
C 0.378129 3.303823 4.747234 0.1291 -0.0053 -0.0109 -0.63
H 5.223963 -2.715886 -6.264412 0.0065 -0.0041 0.0037 0.36
H 2.537092 2.511723 -3.399821 -0.0433 0.0114 -0.0071 0.30
H -2.191186 2.376268 -1.736576 -0.0327 -0.0350 -0.0348 0.11
S 0.145480 1.005386 3.005542 0.0328 0.1741 0.1330 0.19
H -6.707623 -0.350173 -0.860255 0.0120 -0.0011 -0.0043 0.39
C 4.684165 4.956809 -0.153704 0.0109 -0.0244 0.0305 0.44
H -2.868905 2.880965 1.713661 -0.0244 0.0143 0.0781 0.50
H 2.927006 -2.525365 -4.883319 0.0021 0.0152 -0.0101 0.36
H 6.700441 0.332657 -1.558065 0.0141 -0.0137 -0.0397 0.49
C -1.836079 2.859840 2.069324 0.1818 -0.1233 -0.0198 -0.88
H 1.273183 4.156664 0.393134 -0.0003 0.0467 0.0037 0.08
C -5.627484 -0.294814 -0.812165 0.0547 0.0198 -0.0277 -0.75
H -2.099215 1.191819 -3.021629 -0.0123 0.0135 -0.0113 0.21
H 5.327348 1.282067 -0.991967 0.1028 -0.0593 -0.0336 0.15
H 6.131115 1.713632 -2.487947 -0.0333 0.0184 0.0240 0.43
C -4.943808 0.642165 -1.575092 -0.0278 0.0032 -0.0416 -0.87
C 5.600925 -2.786578 -5.242984 -0.0213 0.0256 0.0243 -1.63
H 1.030396 -1.995860 1.490231 -0.0104 -0.0003 0.0112 0.25
C 4.912253 -0.051614 -2.672669 0.0758 0.0631 0.0289 0.54
C 5.372431 6.250445 0.190487 -0.0212 -0.0464 -0.0094 -1.76
H -0.323750 5.108701 2.673623 -0.0184 0.0677 -0.0914 0.59
H 2.851432 4.221473 -3.642343 0.0202 0.0048 0.0008 0.54
H -5.454111 -1.928158 0.562911 0.0214 0.0020 0.0004 0.42
H 3.800168 2.297216 2.605313 0.0264 0.0336 0.0312 0.48
H -2.115068 1.430323 3.673290 -0.0361 -0.0145 -0.0352 0.67
H 6.671050 -2.583467 -5.257905 -0.0067 -0.0043 -0.0034 0.36
C 0.689281 4.842267 2.377110 0.1183 -0.0486 0.0775 -1.11
H 4.691831 -4.063943 2.373174 -0.0093 -0.0002 -0.0108 0.38
H -5.490789 1.311655 -2.228985 0.0186 -0.0061 0.0071 0.38
C 4.876871 -1.830086 -4.335432 -0.0206 0.0202 -0.0086 0.69
H 1.176584 5.763359 2.055568 -0.0222 -0.0094 -0.0012 0.33
H 6.646575 -0.902490 -3.581374 -0.0089 -0.0040 -0.0031 0.36
H -3.361094 -2.978914 1.126070 -0.0021 0.0249 0.0109 0.46
C 4.847151 -2.332861 1.110377 0.0022 0.0412 -0.0333 -1.03
C -2.765890 -2.087456 0.927444 -0.0361 -0.0312 0.0505 -1.15
C -3.561784 0.732248 -1.521855 0.1273 0.1637 -0.0181 1.00
H 1.217225 2.895870 1.618665 0.1401 0.0214 -0.0380 -1.12
H 4.150086 3.047688 -3.841189 -0.0138 -0.0502 0.0041 0.30
C 5.562109 -0.927494 -3.543303 -0.0016 -0.0044 0.0146 -0.99
C 3.723021 1.777560 1.652252 0.0156 0.0307 -0.0361 -1.11
```
Positions in Å, forces in eV/Å.

## Properties
lowest unoccupied orbital energy: -0.4 eV
F_max: 2.65 eV/Å
frontier orbital gap: 0.2410 Eh



- The highest lowest unoccupied orbital energy belongs to which entry?
  C38H48AsIrN2S3



- The lowest frontier orbital gap belongs to which entry?
  C38H48AsIrN2S3